Here is a molecular structure, C34H31F9IN5O5W at a distorted geometry from the OMol25 dataset. Energies are from wB97M-V/def2-TZVPD.

Each line ends with the Löwdin charge.
Positions of all 86 atoms, in Å:
W  0.019  -0.275  0.917  1.85
C  -0.943  0.742  3.362  -0.23
C  -1.039  1.415  2.076  -0.36
C  0.309  1.860  1.731  -0.38
C  1.178  1.298  2.704  -0.24
C  0.395  0.654  3.711  -0.22
C  0.965  0.030  4.942  0.00
C  2.649  1.520  2.798  -0.01
C  0.602  3.155  1.019  -0.03
C  -2.258  2.185  1.627  -0.04
C  -2.090  0.288  4.210  -0.03
H  0.192  -0.457  5.533  0.08
H  1.457  0.786  5.557  0.09
H  1.712  -0.718  4.669  0.08
H  3.073  1.748  1.822  0.07
H  3.146  0.633  3.190  0.09
H  2.865  2.355  3.470  0.10
H  0.580  3.962  1.755  0.10
H  -0.142  3.374  0.256  0.07
H  1.594  3.148  0.567  0.08
H  -2.267  2.318  0.545  0.07
H  -2.262  3.172  2.094  0.09
H  -3.183  1.687  1.918  0.06
H  -2.019  -0.781  4.420  0.08
H  -3.045  0.506  3.734  0.07
H  -2.060  0.817  5.163  0.09
N  -2.649  -1.096  1.329  0.01
N  -2.710  -2.300  0.594  0.00
C  -1.491  -2.822  0.111  -0.67
O  -1.442  -3.964  -0.266  0.10
O  -0.555  -1.924  0.062  -0.21
H  -2.602  -1.295  2.324  0.06
H  -3.489  -0.564  1.125  0.10
H  -3.319  -3.021  0.955  0.14
I  3.231  -7.304  5.795  0.84
C  2.334  -5.679  4.800  -0.72
C  0.975  -5.455  4.955  -0.14
C  0.389  -4.388  4.296  -0.01
C  1.154  -3.551  3.491  -0.12
C  2.518  -3.787  3.350  0.00
C  3.111  -4.855  4.003  -0.14
C  0.506  -2.409  2.791  -0.57
O  -0.728  -2.260  2.821  -0.01
O  1.240  -1.561  2.178  -0.14
H  0.384  -6.103  5.586  0.09
H  -0.669  -4.189  4.388  0.12
H  3.107  -3.139  2.719  0.11
H  4.168  -5.044  3.889  0.09
F  3.460  -2.545  -1.913  0.18
C  2.542  -1.935  -1.158  -0.56
F  1.436  -1.788  -1.899  0.16
F  2.252  -2.763  -0.161  0.18
C  2.980  -0.526  -0.640  -0.26
O  1.974  0.131  0.017  -0.21
C  4.243  -0.664  0.268  -0.54
F  3.973  -1.348  1.381  0.16
F  5.262  -1.290  -0.336  0.17
F  4.680  0.546  0.644  0.16
C  3.384  0.306  -1.909  -0.54
F  2.379  0.363  -2.795  0.16
F  4.446  -0.189  -2.552  0.17
F  3.667  1.574  -1.576  0.16
N  -1.309  2.895  -5.511  0.17
C  -2.048  3.070  -6.653  -0.19
C  -1.865  3.854  -7.785  -0.02
C  -2.830  3.762  -8.769  -0.09
C  -3.948  2.928  -8.624  -0.09
C  -4.137  2.162  -7.495  -0.01
C  -3.169  2.227  -6.492  -0.22
N  -3.093  1.576  -5.290  0.18
C  -1.979  1.982  -4.731  -0.27
C  -1.525  1.524  -3.440  -0.11
C  -0.338  1.925  -2.823  0.02
C  -0.014  1.447  -1.579  -0.12
N  -0.768  0.581  -0.866  -0.06
C  -1.906  0.173  -1.486  -0.07
C  -2.304  0.609  -2.720  0.03
H  -0.429  3.331  -5.298  0.15
H  -1.007  4.504  -7.892  0.11
H  -2.725  4.346  -9.673  0.10
H  -4.676  2.897  -9.423  0.10
H  -4.999  1.520  -7.380  0.11
H  0.344  2.613  -3.302  0.12
H  0.911  1.752  -1.114  0.09
H  -2.520  -0.533  -0.948  0.09
H  -3.231  0.273  -3.161  0.12

Summary:
LUMO energy (alpha / beta): -1.0 / -1.2 eV
DFT total energy: -87836.543 eV
E_HOMO (alpha / beta): -7.26 / -8.42 eV
F_max: 2.60 eV/Å
ΔE to the lowest compared entry with this formula, charge and spin: 36.5 kcal per mole
multiplicity: 3
expectation value of S²: 2.02

=====

Here is a molecular structure, C44H37P2Pr at a distorted geometry from the OMol25 dataset. Energies are from wB97M-V/def2-TZVPD.

Each line ends with the Löwdin charge.
Positions of all 84 atoms, in Å:
C  -2.493  -1.418  -1.936  -0.10
C  -1.656  -0.329  -2.302  -0.34
C  -0.946  -0.420  -3.498  -0.09
C  -1.239  -1.407  -4.431  -0.08
C  -2.198  -2.371  -4.165  -0.06
C  -2.787  -2.405  -2.886  -0.06
P  -1.263  1.002  -1.065  0.98
C  -1.054  2.494  -2.091  -0.33
C  0.248  3.002  -2.299  -0.10
C  0.440  3.959  -3.287  -0.06
C  -0.674  4.494  -3.940  -0.06
C  -1.973  4.125  -3.601  -0.05
C  -2.166  3.113  -2.669  -0.06
Pr  1.383  0.092  -0.251  0.88
P  1.139  -2.661  0.638  1.06
C  1.909  -3.119  -0.921  -0.33
C  1.630  -4.356  -1.528  -0.05
C  1.802  -4.490  -2.897  -0.03
C  2.234  -3.404  -3.670  -0.04
C  2.690  -2.240  -3.060  -0.05
C  2.633  -2.144  -1.671  -0.16
C  2.324  -1.687  1.585  -0.40
C  1.977  -0.485  2.252  -0.18
C  2.978  0.381  2.670  -0.04
C  4.321  0.028  2.533  -0.01
C  4.675  -1.196  1.967  -0.03
C  3.697  -2.040  1.489  -0.06
C  -0.076  -3.456  1.663  -0.33
C  -1.285  -2.782  2.023  -0.07
C  -2.283  -3.517  2.661  -0.04
C  -2.043  -4.875  2.965  -0.03
C  -0.836  -5.531  2.664  -0.04
C  0.183  -4.795  2.048  -0.07
C  -2.814  1.161  -0.155  -0.34
C  -4.079  0.979  -0.738  -0.10
C  -5.210  1.195  0.041  -0.06
C  -5.102  1.555  1.388  -0.05
C  -3.835  1.739  1.968  -0.06
C  -2.683  1.548  1.204  -0.08
H  0.936  -0.225  2.396  0.12
H  2.727  1.334  3.124  0.11
H  5.101  0.700  2.869  0.13
H  5.732  -1.478  1.895  0.14
H  3.971  -2.998  1.037  0.13
H  1.286  -5.200  -0.942  0.12
H  1.585  -5.434  -3.400  0.13
H  2.273  -3.485  -4.754  0.12
H  3.092  -1.415  -3.645  0.13
H  3.214  -1.335  -1.189  0.08
H  -1.446  -1.740  1.728  0.09
H  -3.241  -3.038  2.904  0.12
H  -2.825  -5.428  3.487  0.12
H  -0.695  -6.592  2.858  0.12
H  1.151  -5.255  1.791  0.12
H  -4.198  0.678  -1.799  0.13
H  -6.196  1.069  -0.394  0.11
H  -5.983  1.705  2.006  0.11
H  -3.730  2.036  3.023  0.12
H  -1.676  1.694  1.609  0.07
H  1.082  2.680  -1.663  0.07
H  1.459  4.276  -3.542  0.12
H  -0.520  5.209  -4.733  0.11
H  -2.832  4.606  -4.047  0.12
H  -3.167  2.826  -2.358  0.10
H  -0.238  0.364  -3.728  0.10
H  -0.744  -1.406  -5.390  0.11
H  -2.435  -3.160  -4.888  0.12
H  -3.538  -3.171  -2.640  0.12
H  -2.987  -1.439  -0.945  0.11
H  -0.065  -1.583  -0.041  0.03
H  -0.574  -0.573  -0.085  -0.03
C  0.401  1.947  0.725  -0.24
C  1.001  2.723  1.520  -0.09
C  1.564  3.616  2.414  -0.27
C  2.961  3.893  2.428  -0.05
C  3.521  4.781  3.341  -0.06
C  2.694  5.432  4.268  -0.05
C  1.319  5.163  4.283  -0.05
C  0.761  4.257  3.378  -0.01
H  3.620  3.399  1.702  0.11
H  4.585  5.040  3.280  0.12
H  3.121  6.102  4.993  0.11
H  0.677  5.645  5.031  0.12
H  -0.314  4.044  3.396  0.12

Summary:
LUMO energy (alpha / beta): -6.1 / -6.0 eV
DFT total energy: -78854.724 eV
E_HOMO (alpha / beta): -12.39 / -12.23 eV
F_max: 4.36 eV/Å
ΔE to the lowest compared entry with this formula, charge and spin: 74.3 kcal per mole
multiplicity: 3
expectation value of S²: 2.05
total charge: +2

=====

Here is a molecular structure, C19H32N2OS at a distorted geometry from the OMol25 dataset. Energies are from wB97M-V/def2-TZVPD.

Each line ends with the Löwdin charge.
Positions of all 55 atoms, in Å:
C  -5.113  -2.353  1.038  -0.05
C  -3.768  -2.746  0.155  -0.14
C  -2.693  -1.552  0.122  -0.21
H  -1.896  -2.073  -0.350  0.11
H  -2.576  -1.554  1.025  0.01
C  -3.357  -0.467  -0.539  -0.28
N  -2.287  0.428  -0.611  -0.17
C  -1.439  0.242  -2.083  -0.13
C  -0.071  0.847  -2.050  -0.10
H  0.541  0.519  -1.044  0.14
H  0.487  0.621  -2.776  -0.02
H  -0.152  1.999  -2.155  0.11
H  -1.300  -1.048  -2.109  0.18
H  -1.924  0.627  -2.843  0.04
C  -2.594  1.948  -0.844  -0.08
H  -2.639  2.382  -1.594  -0.01
C  -1.666  2.644  0.270  -0.16
C  -1.600  2.138  1.694  -0.17
N  -0.645  1.107  1.492  0.03
C  0.527  1.063  2.028  -0.72
O  1.026  1.923  2.443  0.20
C  1.178  -0.106  1.635  -0.12
C  0.738  -1.332  1.495  -0.49
S  1.774  -2.579  1.021  0.94
C  3.071  -1.260  0.397  -0.38
C  2.734  -0.172  1.016  -0.30
C  3.527  0.836  0.933  -0.28
H  3.001  2.029  1.311  0.21
C  3.872  1.290  -0.390  -0.16
C  5.116  0.392  -0.938  -0.22
C  4.706  -0.920  -1.279  -0.20
H  3.791  -1.111  -2.010  0.16
H  5.554  -1.490  -1.717  0.11
C  4.379  -1.919  0.048  -0.11
H  4.389  -2.932  -0.123  0.06
H  5.228  -1.365  0.837  0.19
H  5.944  0.484  -0.477  0.06
H  5.435  0.855  -1.696  0.04
H  4.281  2.406  -0.524  0.14
H  2.975  1.370  -1.074  0.13
H  4.486  0.801  1.715  0.20
H  -0.373  -1.678  1.994  0.16
H  -1.169  0.309  0.872  0.17
H  -2.596  1.793  2.042  0.13
H  -1.175  2.955  2.218  0.11
H  -1.996  3.733  0.289  0.11
H  -0.619  2.817  -0.156  0.12
H  -3.479  1.889  -0.310  0.08
H  -3.726  -0.569  -1.660  0.16
H  -4.206  0.174  0.055  0.17
H  -4.180  -2.924  -0.917  0.13
H  -3.463  -3.595  0.544  0.03
H  -5.660  -3.135  0.912  -0.01
H  -5.622  -1.608  0.584  0.01
H  -4.776  -2.131  2.083  0.10

Summary:
LUMO energy: 0.7 eV
DFT total energy: -36067.854 eV
E_HOMO: -8.25 eV
F_max: 19.68 eV/Å
ΔE to the lowest compared entry with this formula, charge and spin: 424.9 kcal per mole
multiplicity: 1

=====

Here is a molecular structure, C51H36Cl5HgN4OP3Se2 at a distorted geometry from the OMol25 dataset. Energies are from wB97M-V/def2-TZVPD.

Each line ends with the Löwdin charge.
Positions of all 103 atoms, in Å:
Hg  -1.511  0.208  0.090  0.80
Se  5.062  2.950  -1.210  0.35
P  4.508  0.948  -0.847  0.54
C  5.079  -0.108  -2.213  -0.36
C  6.080  -1.058  -2.084  -0.08
C  6.448  -1.810  -3.185  -0.08
C  5.833  -1.606  -4.409  -0.09
C  4.848  -0.640  -4.540  -0.08
C  4.473  0.112  -3.445  -0.10
C  5.173  0.210  0.672  -0.34
C  4.876  -1.124  0.958  -0.09
C  5.394  -1.706  2.096  -0.07
C  6.197  -0.969  2.957  -0.08
C  6.466  0.364  2.685  -0.09
C  5.959  0.956  1.544  -0.11
C  2.770  0.516  -0.861  -0.41
C  1.510  1.106  -0.700  -0.42
N  0.625  0.085  -0.819  -0.14
N  1.291  -1.025  -1.025  -0.09
N  2.562  -0.801  -1.058  -0.01
P  0.901  2.761  -0.435  0.62
Se  -1.212  2.858  -0.672  0.45
C  1.683  3.794  -1.701  -0.39
C  2.215  5.042  -1.411  -0.11
C  2.758  5.797  -2.436  -0.09
C  2.760  5.316  -3.735  -0.09
C  2.201  4.082  -4.022  -0.08
C  1.657  3.320  -3.008  -0.11
C  1.417  3.301  1.215  -0.33
C  2.693  2.999  1.693  -0.08
C  3.039  3.333  2.986  -0.07
C  2.120  3.960  3.816  -0.07
C  0.850  4.263  3.342  -0.09
C  0.498  3.939  2.049  -0.14
H  6.555  -1.213  -1.124  0.10
H  7.216  -2.565  -3.086  0.10
H  6.123  -2.199  -5.265  0.10
H  4.370  -0.478  -5.496  0.10
H  3.708  0.875  -3.526  0.10
H  4.241  -1.680  0.281  0.10
H  5.178  -2.741  2.315  0.10
H  6.618  -1.437  3.836  0.10
H  7.080  0.941  3.363  0.10
H  6.172  1.991  1.309  0.06
H  2.223  5.397  -0.389  0.11
H  3.191  6.762  -2.219  0.10
H  3.206  5.903  -4.526  0.10
H  2.198  3.715  -5.038  0.10
H  1.214  2.353  -3.213  0.11
H  3.406  2.510  1.043  0.03
H  4.027  3.095  3.353  0.10
H  2.392  4.214  4.831  0.10
H  0.130  4.741  3.990  0.10
H  -0.489  4.173  1.670  0.05
Cl  -1.958  1.891  3.195  0.72
C  -1.504  0.234  3.359  -0.73
C  -1.107  -0.450  2.214  -0.28
C  -0.724  -1.779  2.417  -0.71
Cl  -0.138  -2.672  1.063  0.72
C  -0.791  -2.404  3.656  -0.72
Cl  -0.374  -4.059  3.831  0.67
C  -1.222  -1.685  4.766  -0.72
Cl  -1.339  -2.443  6.300  0.67
C  -1.559  -0.343  4.621  -0.73
Cl  -2.067  0.566  5.989  0.66
O  -3.897  2.688  0.463  -0.23
N  -4.147  1.383  -0.036  -0.16
C  -5.019  1.425  -1.004  -0.19
C  -5.634  0.279  -1.556  -0.26
C  -6.819  0.434  -2.309  -0.08
C  -7.538  -0.646  -2.749  -0.13
C  -7.108  -1.947  -2.451  -0.13
C  -5.948  -2.131  -1.731  -0.13
C  -5.178  -1.047  -1.313  -0.32
P  -3.642  -1.363  -0.418  1.05
C  -4.256  -1.908  1.213  -0.32
C  -4.286  -0.968  2.241  -0.11
C  -4.720  -1.319  3.505  -0.08
C  -5.143  -2.614  3.758  -0.09
C  -5.171  -3.539  2.727  -0.09
C  -4.748  -3.189  1.457  -0.10
C  -3.070  -2.897  -1.221  -0.38
C  -3.096  -2.940  -2.615  -0.10
C  -2.646  -4.059  -3.285  -0.09
C  -2.149  -5.145  -2.579  -0.10
C  -2.089  -5.094  -1.197  -0.09
C  -2.540  -3.976  -0.519  -0.16
H  -3.461  2.558  1.320  -0.02
H  -5.376  2.400  -1.330  0.11
H  -7.163  1.439  -2.514  0.10
H  -8.452  -0.498  -3.310  0.09
H  -7.677  -2.802  -2.788  0.08
H  -5.612  -3.135  -1.508  0.10
H  -3.972  0.042  2.026  0.06
H  -4.725  -0.583  4.297  0.10
H  -5.456  -2.899  4.753  0.10
H  -5.522  -4.545  2.913  0.10
H  -4.788  -3.920  0.662  0.10
H  -3.491  -2.093  -3.163  0.11
H  -2.684  -4.088  -4.363  0.10
H  -1.805  -6.026  -3.103  0.09
H  -1.692  -5.930  -0.638  0.10
H  -2.477  -3.938  0.558  0.07

Summary:
LUMO energy (alpha / beta): 2.1 / 2.1 eV
DFT total energy: -286826.088 eV
E_HOMO (alpha / beta): -1.93 / -5.07 eV
F_max: 1.23 eV/Å
multiplicity: 2
expectation value of S²: 0.77
total charge: -1